ORCA calculation (ωB97M-V/def2-TZVPD) on C59H51BrN7O3P3SeW as an isolated structure.

Last column: Löwdin charge in e.
Geometry (Å):
W  -0.1428  -0.0210  -0.2293  1.298
C  4.6387  -1.2944  2.5894  0.007
N  3.4050  -1.4967  1.8194  -0.079
C  2.8605  -2.7194  1.5268  -0.004
C  1.7197  -2.4753  0.8354  -0.152
N  1.5787  -1.1199  0.6780  -0.148
C  2.5930  -0.5489  1.3192  -0.457
P  2.5755  1.1480  1.9489  1.224
C  2.1357  1.9948  0.4148  -0.471
N  1.3537  1.5294  -0.5465  -0.112
C  1.4166  2.4325  -1.5851  -0.117
C  2.2547  3.4409  -1.2310  -0.002
N  2.7046  3.1468  0.0316  -0.088
C  3.5982  3.9967  0.8336  0.006
C  0.9399  0.8751  2.6828  -0.442
N  -0.0248  0.1617  2.1125  -0.034
C  -1.0240  0.0244  3.0416  -0.074
C  -0.6413  0.6580  4.1840  0.010
N  0.5979  1.1947  3.9426  -0.089
C  1.4058  1.9405  4.9151  0.006
H  5.3806  -2.0104  2.2478  0.102
H  5.0145  -0.2914  2.4169  0.074
H  4.4506  -1.4399  3.6506  0.103
H  3.3254  -3.6429  1.8297  0.145
H  0.9866  -3.1689  0.4756  0.047
H  0.8941  2.2746  -2.5097  0.091
H  2.5617  4.3277  -1.7596  0.140
H  3.8814  4.8532  0.2312  0.101
H  3.0812  4.3472  1.7225  0.097
H  4.4935  3.4497  1.1147  0.089
H  -1.9446  -0.4983  2.8436  0.078
H  -1.1431  0.7702  5.1313  0.143
H  0.7436  2.3345  5.6794  0.103
H  2.1448  1.2931  5.3815  0.099
H  1.9023  2.7726  4.4242  0.083
C  1.8445  2.5993  -6.3200  0.005
C  0.8538  1.4520  -6.6105  -0.417
C  0.6652  1.3218  -8.1188  -0.033
C  1.4105  0.1719  -5.9991  -0.080
C  2.1739  -0.7655  -6.6781  0.015
C  2.7047  -1.8743  -6.0241  -0.036
C  2.4819  -2.0581  -4.6729  -0.055
C  1.7120  -1.1368  -3.9635  -0.252
P  1.4075  -1.4200  -2.1717  1.108
C  0.6141  -3.0664  -2.3154  -0.418
C  -0.5340  -3.0151  -3.1107  -0.147
C  -1.2888  -4.1485  -3.3497  -0.052
C  -0.9058  -5.3641  -2.7981  -0.046
C  0.2311  -5.4315  -2.0092  -0.050
C  0.9890  -4.2910  -1.7665  -0.116
C  3.1884  -1.5102  -1.7303  -0.352
C  3.9354  -2.6847  -1.7058  -0.091
C  5.3095  -2.6454  -1.5010  -0.055
C  5.9603  -1.4324  -1.3325  -0.065
C  5.2306  -0.2522  -1.3942  -0.065
C  3.8586  -0.2917  -1.5949  -0.100
C  1.2016  -0.0589  -4.6458  -0.209
O  0.4334  0.7918  -3.9005  -0.062
C  -0.5923  1.4240  -4.5570  -0.219
C  -1.7097  1.6765  -3.7922  -0.258
C  -2.7757  2.3290  -4.4200  -0.055
C  -2.6920  2.6760  -5.7555  -0.035
C  -1.5454  2.3874  -6.4895  0.013
C  -0.4628  1.7536  -5.9014  -0.082
P  -1.9018  1.1199  -2.0328  1.115
C  -3.2639  -0.0788  -2.2276  -0.362
C  -3.3643  -0.7830  -3.4296  -0.096
C  -4.3516  -1.7419  -3.6018  -0.064
C  -5.2555  -2.0028  -2.5799  -0.050
C  -5.1632  -1.3039  -1.3850  -0.049
C  -4.1699  -0.3519  -1.2079  -0.143
C  -2.6394  2.6896  -1.4345  -0.359
C  -3.9892  2.8208  -1.1234  -0.073
C  -4.5095  4.0598  -0.7656  -0.050
C  -3.6874  5.1738  -0.7093  -0.059
C  -2.3385  5.0489  -1.0238  -0.054
C  -1.8218  3.8170  -1.3861  -0.094
H  2.8160  2.3842  -6.7697  0.099
H  1.9876  2.7315  -5.2437  0.085
H  1.4669  3.5368  -6.7329  0.099
H  1.6146  1.1088  -8.6091  0.086
H  0.3079  2.2596  -8.5437  0.087
H  -0.0441  0.5316  -8.3713  0.109
H  2.3624  -0.6420  -7.7363  0.118
H  3.2944  -2.5944  -6.5757  0.117
H  2.8943  -2.9272  -4.1764  0.112
H  -0.8502  -2.0727  -3.5446  0.094
H  -2.1823  -4.0797  -3.9569  0.112
H  -1.4918  -6.2556  -2.9834  0.118
H  0.5355  -6.3750  -1.5742  0.117
H  1.8572  -4.3855  -1.1343  0.083
H  3.4700  -3.6426  -1.8752  0.090
H  5.8721  -3.5705  -1.4926  0.116
H  7.0331  -1.4054  -1.1893  0.114
H  5.7347  0.7036  -1.3128  0.110
H  3.3152  0.6389  -1.6887  0.084
H  -3.6792  2.5503  -3.8674  0.118
H  -3.5257  3.1729  -6.2342  0.118
H  -1.5054  2.6658  -7.5351  0.119
H  -2.6903  -0.5731  -4.2512  0.105
H  -4.4253  -2.2719  -4.5438  0.113
H  -6.0346  -2.7418  -2.7188  0.115
H  -5.8541  -1.5041  -0.5757  0.119
H  -4.0929  0.1580  -0.2588  0.074
H  -4.6585  1.9744  -1.1775  0.102
H  -5.5636  4.1455  -0.5332  0.119
H  -4.0945  6.1370  -0.4287  0.115
H  -1.6902  5.9154  -0.9935  0.112
H  -0.7696  3.7403  -1.6347  0.090
Se  -1.4701  -2.2092  -0.0296  0.761
C  -2.8091  -1.9113  1.1944  -0.715
N  -3.6331  -1.7425  1.9849  0.108
Br  -6.5174  1.0523  3.2417  0.782
C  -5.0396  2.1769  2.9260  -0.673
C  -5.0360  3.4672  3.4334  -0.101
C  -3.9416  4.2909  3.1948  -0.050
C  -2.8641  3.8299  2.4543  -0.018
C  -2.8856  2.5352  1.9499  -0.146
C  -3.9742  1.6998  2.1842  -0.077
C  -1.7364  2.0618  1.1327  -0.569
O  -0.7020  2.6981  1.0483  0.051
O  -1.8892  0.8662  0.5415  -0.363
H  -5.8809  3.8237  4.0083  0.109
H  -3.9405  5.3006  3.5869  0.114
H  -2.0129  4.4639  2.2439  0.120
H  -3.9856  0.6843  1.8108  0.067

Force components x, y, z for each atom (eV/Å):
W -0.5 -0.1 1.7
C -0.2 -0.1 -0.1
N 0.2 -0.1 0.2
C 0.2 0.1 0.1
C 0.0 0.1 0.0
N -0.3 -0.3 -0.2
C 0.2 -0.1 -0.2
P 0.1 0.2 0.2
C 0.2 -0.1 0.1
N -0.4 0.4 -0.3
C 0.1 -0.1 0.1
C 0.1 0.0 0.1
N 0.2 0.5 0.0
C -0.1 -0.1 -0.2
C 0.0 0.0 0.0
N -0.2 0.3 -0.5
C 0.1 0.0 -0.1
C 0.1 0.1 0.0
N 0.0 0.1 0.3
C -0.1 -0.1 -0.1
H 0.0 0.0 0.0
H 0.0 0.0 0.0
H 0.0 0.0 0.0
H 0.0 0.0 0.0
H 0.0 0.0 0.0
H 0.0 0.0 0.0
H 0.0 0.0 0.0
H 0.0 0.0 0.0
H 0.0 0.0 0.0
H 0.0 0.0 0.0
H 0.1 0.1 0.0
H 0.0 0.0 0.0
H 0.0 0.0 0.0
H 0.0 0.0 0.0
H 0.0 0.0 0.0
C 0.0 0.0 0.1
C 0.0 0.0 0.1
C 0.0 0.0 -0.1
C 0.1 0.0 -0.1
C 0.0 0.0 -0.1
C 0.0 0.0 0.0
C 0.0 0.0 -0.1
C 0.0 -0.1 0.1
P 0.0 -0.1 -0.4
C 0.1 0.0 -0.1
C 0.0 0.0 0.0
C 0.0 0.0 0.0
C 0.0 0.0 0.0
C 0.0 0.1 0.0
C -0.1 0.0 0.0
C 0.0 0.0 0.0
C 0.0 0.0 0.1
C 0.0 0.0 0.0
C 0.0 0.0 0.0
C 0.0 0.0 0.0
C 0.0 0.0 0.0
C -0.1 0.1 0.0
O 0.1 0.1 0.1
C 0.1 -0.1 0.0
C -0.1 0.0 0.2
C 0.0 0.0 0.0
C 0.0 0.0 0.0
C 0.0 0.0 -0.1
C 0.0 0.1 -0.1
P -0.2 0.2 -0.6
C 0.1 0.0 -0.2
C 0.0 0.0 0.0
C 0.0 0.0 0.0
C 0.0 0.0 0.0
C 0.0 0.0 0.0
C 0.0 -0.1 0.1
C 0.0 -0.1 0.0
C -0.1 0.1 -0.1
C 0.0 0.0 0.0
C 0.0 0.0 0.0
C 0.0 0.0 0.0
C 0.1 0.1 -0.1
H 0.0 0.0 0.0
H 0.0 0.0 0.0
H 0.0 0.0 0.0
H 0.0 0.0 0.0
H 0.0 0.0 0.0
H 0.0 0.0 0.0
H 0.0 0.0 0.0
H 0.0 0.0 0.0
H 0.0 0.0 0.0
H 0.0 0.0 0.0
H 0.0 0.0 0.0
H 0.0 0.0 0.0
H 0.0 0.0 0.0
H 0.0 0.0 0.0
H 0.0 0.0 0.0
H 0.0 0.0 0.0
H 0.0 0.0 0.0
H 0.0 0.0 0.0
H 0.0 0.0 0.0
H 0.0 0.0 0.0
H 0.0 0.0 0.0
H 0.0 0.0 0.1
H 0.0 0.0 0.0
H 0.0 0.0 0.0
H 0.0 0.0 0.0
H 0.0 0.0 0.0
H 0.0 0.0 0.0
H 0.0 0.1 0.0
H 0.0 0.0 0.0
H 0.0 0.0 0.0
H 0.0 0.0 0.0
H -0.1 0.0 0.0
Se -0.2 -0.4 -0.3
C 0.0 0.2 0.1
N 0.0 -0.1 -0.2
Br -0.1 0.0 0.0
C 0.0 0.0 0.0
C 0.1 0.1 0.0
C 0.0 0.0 0.0
C 0.0 0.0 0.0
C -0.1 -0.2 -0.2
C 0.0 0.0 0.0
C 0.0 -0.2 0.2
O 0.1 -0.1 0.0
O 0.7 0.2 -0.2
H 0.0 0.0 0.0
H 0.0 0.0 0.0
H 0.0 0.0 0.0
H 0.0 0.0 0.0

Computed properties:
**Calculated total energy**: -8954.1770 Ha
**Total charge**: +2
**E_LUMO (alpha / beta)**: -5.09 / -5.50 eV
**Frontier orbital gap (alpha / beta)**: 7.44 / 7.09 eV
**Multiplicity**: 3